1.
64
Properties=species:S:1:pos:R:3:forces:R:3 method="wB97M-V/def2-TZVPD" mol_weight_g_mol=856.60 energy_ha=-4065.4133 gap_ev=7.28 lumo_ev=1.67 e_homo_ev=-5.61 total_charge=-1 max_force_ha_per_bohr=0.0141
In -0.0440 -0.2352 0.6360 -0.5820 0.2737 0.3366
N 0.4669 -2.0428 -0.5046 0.1971 0.1187 -0.3359
C 1.5093 -2.7389 0.2811 -0.0848 0.1558 -0.1707
C 1.1687 -2.6882 1.7756 -0.0121 0.1304 -0.0420
O 1.2197 -3.7308 2.4243 0.0381 0.0471 0.0637
N 0.8003 -1.4658 2.2059 -0.0082 -0.0601 0.1953
C -0.0458 -1.4557 3.3971 0.1183 -0.0541 -0.1740
C -1.5029 -1.1051 3.0393 0.0324 -0.1184 -0.2793
O -2.2690 -0.7859 3.9413 -0.0873 -0.0228 0.0206
O -1.7828 -1.1705 1.7789 0.0156 0.1738 0.2242
H -0.3669 -2.6132 -0.6053 0.0347 -0.0422 0.0613
H 0.7194 -1.6963 -1.4567 -0.0531 -0.0989 0.0599
H 2.4544 -2.2311 0.0967 0.0404 -0.0519 -0.0316
H 1.6160 -3.7804 -0.0060 -0.0542 -0.0772 -0.0340
H 0.2963 -0.7583 4.1623 0.0683 0.0434 -0.0109
H -0.0516 -2.4497 3.8483 0.0073 -0.0055 0.0184
Cl 5.0686 4.8857 -1.8219 -0.1445 -0.0823 0.0380
C 3.6799 3.9141 -1.3757 0.0795 0.1217 -0.0456
C 3.8695 2.6501 -0.8570 0.0957 -0.0664 -0.0055
C 2.7592 1.9070 -0.5149 -0.0658 -0.1646 0.0360
Cl 2.9604 0.3216 0.1739 0.1921 0.0508 0.0268
C 1.4291 2.3427 -0.6675 -0.0635 -0.0462 -0.0311
O 0.3886 1.6477 -0.3589 0.3235 -0.2012 0.1026
C 1.3125 3.6515 -1.1875 -0.0355 0.0689 -0.0401
Cl -0.2891 4.3092 -1.3809 0.0858 -0.0757 0.0241
C 2.4029 4.4222 -1.5394 -0.0490 0.0931 -0.0444
H 4.8643 2.2471 -0.7272 -0.0293 -0.0130 0.0189
H 2.2561 5.4153 -1.9409 -0.0185 -0.0170 0.0057
C -0.5007 2.8136 4.1017 0.1138 -0.0564 0.0471
C -0.0033 1.8408 3.2274 -0.1173 -0.0488 -0.0996
N -0.6578 1.4573 2.1544 -0.2519 0.1507 -0.0112
C -1.8468 2.0316 1.8507 0.2286 -0.2251 -0.1713
C -2.4079 3.0178 2.6594 -0.1599 0.1794 0.0318
C -1.7054 3.3886 3.8168 -0.1221 0.1204 0.0832
C -3.6426 3.6504 2.2754 0.1453 -0.0312 0.1679
C -4.2407 3.3380 1.1139 0.0070 -0.1104 -0.1847
C -3.6770 2.3408 0.2425 -0.2034 0.1546 0.0475
C -4.2431 2.0288 -1.0061 -0.1224 0.1073 0.0055
C -3.6577 1.0912 -1.8065 0.0200 -0.0790 -0.0812
C -2.5127 0.4317 -1.3410 0.0388 -0.0045 0.1813
N -1.9905 0.6935 -0.1618 0.0282 0.1258 -0.1963
C -2.5229 1.6579 0.6196 0.2639 -0.2375 0.0274
H 0.0646 3.0868 4.9816 -0.0011 -0.0046 -0.0149
H 0.9480 1.3553 3.4092 0.0128 -0.0186 0.0013
H -2.1280 4.1422 4.4710 0.0033 -0.0003 -0.0085
H -4.0683 4.3962 2.9355 0.0310 0.0057 0.0063
H -5.1550 3.8337 0.8092 0.0138 -0.0269 -0.0077
H -5.1328 2.5578 -1.3284 0.0026 -0.0141 0.0150
H -4.0494 0.8493 -2.7847 0.0145 0.0044 0.0136
H -1.9961 -0.3015 -1.9496 0.0497 0.0155 -0.0044
F 1.7871 1.1266 -4.5677 0.1953 0.0710 0.0248
C 0.5652 0.6137 -4.7530 0.0062 -0.1811 0.1995
F 0.3768 0.5167 -6.0823 -0.0621 -0.0250 -0.2639
F -0.3099 1.5066 -4.2954 -0.1298 0.1336 0.0600
C 0.4179 -0.7495 -3.9927 -0.0476 0.1430 0.0598
O 0.3032 -0.5437 -2.6909 -0.0449 -0.1878 0.0201
C 1.6694 -1.6315 -4.3149 -0.1718 0.0951 0.1910
F 2.0457 -1.6324 -5.6006 0.0604 0.0036 -0.2636
F 2.7174 -1.2365 -3.5938 0.1817 0.0359 0.0833
F 1.4254 -2.9118 -3.9736 0.0039 -0.1804 0.0277
C -0.8482 -1.4862 -4.5590 0.0938 0.1070 0.1613
F -0.6854 -2.0543 -5.7615 0.0477 -0.0582 -0.2387
F -1.2424 -2.4535 -3.7225 -0.0383 -0.1348 0.1279
F -1.8857 -0.6339 -4.6628 -0.1309 0.0918 -0.0242

---

2.
56
Properties=species:S:1:pos:R:3:forces:R:3 method="wB97M-V/def2-TZVPD" mol_weight_g_mol=783.46 energy_ha=-4545.1286 gap_ev="5.83 / 5.87" lumo_ev="-5.18 / -5.15" e_homo_ev="-11.00 / -11.02" de_lowest_ev=0.9512 total_charge=+1 max_force_ha_per_bohr=0.0420
Au -0.4780 -0.1293 -0.2166 -0.4576 -0.8647 -0.9577
Se -7.6796 3.1502 -0.2253 0.0679 -0.0280 0.0064
N -6.1289 3.4785 -1.0290 -0.0142 0.0013 -0.0058
C -5.2825 2.5760 -0.6078 -0.0378 0.0252 0.0010
C -3.8944 2.5181 -1.0504 0.0746 -0.0274 -0.0088
C -3.3792 3.4376 -1.9631 -0.0172 -0.0234 0.0204
C -2.0612 3.3385 -2.3458 0.0386 -0.0298 0.0273
C -1.2905 2.3195 -1.8068 0.1152 -0.0158 -0.0762
N -1.7725 1.4345 -0.9373 0.0181 -0.1897 0.2255
C -3.0630 1.5140 -0.5444 -0.1008 -0.0448 0.0543
C -3.5841 0.5321 0.4330 -0.0375 -0.0243 0.0024
N -2.7354 -0.3973 0.8853 -0.0441 0.2204 0.1259
C -3.1539 -1.2987 1.7563 -0.0349 0.0051 -0.0452
C -4.4628 -1.3227 2.2351 -0.0046 -0.0229 -0.0093
C -5.3490 -0.3732 1.7808 0.0013 0.0133 0.0036
C -4.9137 0.5821 0.8597 0.0791 -0.0238 -0.0296
C -5.7886 1.6198 0.3339 -0.0468 0.0062 0.0102
N -7.0443 1.7526 0.6707 -0.0150 0.0100 -0.0118
H -4.0284 4.2116 -2.3504 -0.0044 -0.0030 -0.0053
H -1.6207 4.0287 -3.0502 0.0080 -0.0103 0.0024
H -0.2514 2.2013 -2.0832 -0.0036 0.0049 -0.0083
H -2.4233 -2.0319 2.0773 -0.0045 0.0021 0.0121
H -4.7647 -2.0781 2.9462 -0.0011 0.0005 0.0015
H -6.3764 -0.3467 2.1187 -0.0017 -0.0008 -0.0003
O 1.9041 -5.2248 -6.2587 0.0991 0.0939 -0.1470
C 0.5665 -5.1770 -6.1136 -0.1026 -0.2458 0.5104
O -0.1512 -5.8788 -6.7605 -0.0007 0.0345 -0.2138
C 0.0331 -4.2683 -5.0396 0.0259 0.1609 -0.1031
C -1.1271 -4.6712 -4.3787 0.2172 0.1493 -0.2860
C -1.6717 -3.8733 -3.3968 0.1223 0.4819 0.3912
C -1.0864 -2.6267 -3.1013 1.2029 -0.4125 -0.3800
S -1.8408 -1.6277 -1.9234 -0.0109 1.4851 1.5653
C 0.0717 -2.2184 -3.7849 -0.4635 -0.0721 0.1690
C 0.6316 -3.0418 -4.7374 -0.0833 -0.3308 -0.0654
H 2.3516 -4.7255 -5.5651 -0.0452 0.0129 -0.0061
H -1.5799 -5.6160 -4.6455 -0.0035 0.0002 -0.0074
H -2.5522 -4.1873 -2.8542 -0.0007 -0.0478 0.0474
H 0.5141 -1.2587 -3.5553 0.0091 0.0072 -0.0017
H 1.5136 -2.7110 -5.2719 0.0122 -0.0158 -0.0155
N 3.2894 3.5465 4.8367 -0.0089 -0.0082 -0.0262
C 1.9965 3.6586 4.4668 0.0058 0.0092 0.0837
O 1.2135 4.4160 4.9974 0.0047 -0.0129 -0.0493
C 1.5220 2.7785 3.3250 0.0085 -0.0043 -0.0171
C 0.1837 2.8976 2.9723 0.0177 -0.0237 -0.0342
C -0.3110 2.1244 1.9448 -0.1002 0.0973 0.0220
N 0.4585 1.2642 1.2703 -0.2547 -0.5033 -0.3873
C 1.7433 1.1343 1.6037 0.1249 -0.0485 0.0031
C 2.3102 1.8781 2.6235 -0.0260 0.0139 -0.0310
H 3.6051 4.1152 5.6048 0.0015 0.0026 0.0033
H 3.9330 2.8979 4.4259 0.0042 0.0009 0.0068
H -0.4453 3.5901 3.5130 -0.0116 0.0002 -0.0065
H -1.3497 2.1854 1.6479 0.0069 -0.0141 0.0051
H 2.3177 0.4046 1.0499 0.0084 0.0095 0.0222
H 3.3572 1.7218 2.8406 -0.0037 -0.0021 -0.0129
N 1.4217 -2.4529 0.6650 0.0045 0.1973 0.0298
C 0.7406 -1.5896 0.3205 -0.3371 0.0047 -0.4032

---

3.
61
Properties=species:S:1:pos:R:3:forces:R:3 method="wB97M-V/def2-TZVPD" mol_weight_g_mol=796.34 multiplicity=3 energy_ha=-2612.6123 gap_ev="5.47 / 7.28" lumo_ev="-1.19 / -1.37" e_homo_ev="-6.66 / -8.65" s_squared=2.022 de_lowest_ev=3.7112 total_charge=0 max_force_ha_per_bohr=0.1462
W -0.4804 0.1174 0.3411 0.8936 1.7637 2.0295
O 0.1686 0.1239 2.1253 1.5713 -0.2214 4.6620
N 1.4308 0.0900 2.6410 0.6357 0.0605 -1.0475
C 1.6505 0.0343 3.9924 -0.7529 0.0369 -1.1784
C 2.9266 -0.0235 4.4585 0.6133 -0.0089 -0.0968
C 4.0135 -0.0220 3.5629 -0.8489 0.0474 -0.8168
C 3.7647 0.0486 2.1945 0.8670 -0.0680 1.3229
C 2.4725 0.1041 1.7258 -2.3032 0.1100 -0.7867
S 2.0041 0.1811 0.0415 0.5460 -0.1428 0.7378
H 0.7609 0.0333 4.6003 -0.0783 0.0018 0.0094
H 3.0955 -0.0735 5.5208 -0.0502 -0.0026 0.1109
H 5.0219 -0.0838 3.9280 0.2079 0.0155 0.0902
H 4.5626 0.0554 1.4725 0.1233 -0.0054 -0.0739
C -5.1724 1.4114 -5.4471 0.1187 -0.2332 0.0623
C -4.0288 0.4575 -5.7877 -0.5007 0.2090 -0.7132
C -3.2887 0.9758 -7.0194 0.0533 -0.3786 0.0095
C -2.1990 -0.0038 -7.4217 -0.0928 0.1329 -0.0169
C -1.2786 -0.2152 -6.2588 0.5942 -0.1671 -0.4826
C 0.0556 -0.5363 -6.4778 -0.6967 0.1304 0.1846
C 0.9173 -0.7060 -5.4078 0.0086 0.0540 0.7801
F 2.2030 -1.0094 -5.6520 -0.1362 0.0069 -0.0223
C 0.4936 -0.5480 -4.1085 0.1397 -0.0619 -0.4699
C -0.8465 -0.2114 -3.8702 0.0365 -0.0005 -0.3289
C -1.2950 0.0204 -2.5382 0.4926 0.2592 2.2208
O -0.4511 -0.0480 -1.5013 -1.4182 -0.6451 -7.3546
C -2.6511 0.3753 -2.3331 0.2527 -0.2562 -0.0292
C -3.4896 0.4690 -3.4117 0.6057 -0.1515 -0.2379
N -3.0730 0.2901 -4.6877 -0.0167 0.1256 0.7631
C -1.7529 -0.0479 -4.9515 0.3921 -0.0749 0.6703
C -3.1307 0.7695 -0.9636 0.4056 0.1236 0.5285
O -4.5389 0.8448 -0.8173 -0.2123 0.2234 -0.5734
O -2.2168 0.2134 1.2667 -1.8117 -0.3489 0.0573
H -5.6950 1.6619 -6.3668 -0.0359 -0.0241 -0.0458
H -4.7917 2.3320 -5.0113 0.0199 0.1119 0.0545
H -5.8983 0.9680 -4.7725 -0.0813 0.0250 0.0986
H -4.4442 -0.5354 -6.0093 0.0681 0.1128 -0.0482
H -2.8454 1.9466 -6.7887 -0.0490 0.0881 0.0008
H -3.9987 1.1064 -7.8344 -0.0584 0.0360 0.0496
H -1.6362 0.3756 -8.2748 0.0147 -0.0605 -0.0067
H -2.6443 -0.9580 -7.7180 -0.0246 0.0174 -0.0475
H 0.4295 -0.6482 -7.4826 0.0354 -0.0122 -0.1503
H 1.1710 -0.6649 -3.2767 0.0479 -0.0160 0.0271
H -4.5221 0.7143 -3.2425 -0.1310 0.0678 -0.0499
O -2.8856 3.1954 -0.8895 -0.2833 0.1320 -0.1056
C -2.3927 2.1338 -0.6487 0.6130 -0.8209 0.4834
O -1.1593 1.9550 -0.1841 -0.2145 -0.0381 -0.3431
C -3.0486 -0.2603 0.2588 0.3414 0.2455 0.0734
C -4.5785 -0.0437 0.3211 0.0363 -0.3140 0.3378
C -5.3694 -1.2857 0.0463 1.5632 -0.2734 -0.2779
C -4.8129 -2.4694 -0.3202 -0.8537 0.6717 0.3542
C -3.4084 -2.6923 -0.3527 0.7288 1.0639 0.0653
C -2.5372 -1.6709 -0.0348 1.7871 -0.0787 0.7215
O -1.2177 -1.7396 0.1926 -2.3253 -0.4248 -0.8242
N -2.9174 -3.9914 -0.6684 0.4425 -0.2708 0.0167
O -3.7267 -4.8559 -0.9481 -0.3318 -0.3172 -0.1159
O -1.7112 -4.1595 -0.6490 -0.0337 -0.1979 -0.0821
N -6.7748 -1.1727 0.1813 -0.9681 -0.2633 0.0258
O -7.2188 -0.1290 0.6346 0.0495 -0.0034 -0.0729
O -7.4647 -2.1239 -0.1496 -0.1873 0.0320 -0.0071
H -4.9394 0.4856 1.2090 0.1814 -0.0953 -0.1662
H -5.4562 -3.3144 -0.5310 0.0101 0.0727 0.0245